{
  "formula": "C25H34As2ClNNiO11",
  "method": "the ωB97M-V functional and the def2-TZVPD basis",
  "lumo_energy_ev": [-1.598, -1.610],
  "multiplicity": 3,
  "charge": 0,
  "de_lowest_kcal_mol": 139.7,
  "homo_lumo_gap_ev": [5.98, 5.97],
  "species": ["As", "As", "Ni", "Cl", "O", "O", "O", "O", "O", "O", "O", "O", "O", "O", "O", "N", "C", "C", "C", "C", "C", "C", "C", "C", "C", "C", "C", "C", "C", "C", "C", "C", "C", "C", "C", "C", "C", "C", "C", "C", "C", "H", "H", "H", "H", "H", "H", "H", "H", "H", "H", "H", "H", "H", "H", "H", "H", "H", "H", "H", "H", "H", "H", "H", "H", "H", "H", "H", "H", "H", "H", "H", "H", "H", "H"],
  "coordinates": [[0.12493, -0.67062, 3.62140], [0.10258, 0.58880, -0.12501], [0.75804, -1.30145, -1.88745], [-7.12352, -0.57663, 1.74448], [-2.18172, -2.82633, -2.48603], [2.56884, -1.00914, -2.26690], [0.55839, 3.81516, 1.15968], [2.29047, 2.78529, 3.59536], [1.48068, -2.31357, 0.14099], [-1.14654, -0.87309, -2.05841], [1.13357, 1.54891, 5.06060], [-3.24463, 0.13526, -0.80385], [2.33087, -1.45636, 2.02818], [-2.76600, -1.64850, 1.96885], [2.54814, 2.97508, 0.70031], [0.58072, -3.19022, -2.70191], [1.37988, -1.62025, 1.30955], [-4.70013, 0.37228, 1.25968], [2.80506, -2.89013, -0.06794], [-4.15651, 1.01919, -1.51182], [-2.38075, -0.71540, 1.31683], [-1.61733, 0.10058, 4.07800], [-2.16182, -1.69476, -1.99664], [1.30182, 2.87164, 1.16632], [-5.39720, -1.75417, 0.09847], [3.45502, 1.87278, 0.85301], [2.00463, -0.43904, -4.54324], [2.92174, -0.17770, -3.34386], [-3.33593, 0.37351, 0.84401], [1.75418, 2.29015, 6.12369], [-0.92733, -0.64449, 0.93937], [-5.55384, -0.66369, 0.96442], [0.82114, 1.04636, 2.79455], [2.81315, 1.29493, -2.94313], [4.36540, -0.49814, -3.72489], [-4.36561, -1.98402, -0.81370], [-0.93314, 2.05308, -0.86765], [-3.32649, -1.20977, -1.25399], [1.50170, 1.90475, 3.81957], [0.79569, 1.49944, 1.53864], [-0.02336, -1.26503, 1.72421], [3.72615, 1.76189, 1.90121], [0.87464, -3.93896, -2.08536], [4.70267, 0.09241, -4.58057], [1.77354, 1.56589, -2.73249], [3.40035, 1.47387, -2.04177], [-1.42746, 0.65624, 4.99621], [3.56862, -2.13787, 0.08818], [2.83596, 2.20188, 6.05939], [0.95147, -0.29068, -4.27147], [1.09962, -3.28889, -3.56664], [-5.17619, 0.67377, -1.37002], [-2.33948, -0.68853, 4.27149], [2.21291, 0.24143, -5.37255], [4.45255, -1.55782, -3.97288], [2.83462, -3.21123, -1.10025], [-3.86021, 0.97991, -2.55508], [5.02419, -0.29147, -2.87882], [-2.86570, 1.34632, 0.97850], [3.17492, 1.95974, -3.73184], [2.93322, -3.71385, 0.63132], [2.12325, -1.46373, -4.90423], [-4.34341, -2.96677, -1.27321], [3.03520, 0.94180, 0.47234], [-0.42951, -3.29594, -2.87150], [4.32977, 2.13310, 0.26619], [-0.20562, 2.77495, -1.23415], [-6.15270, -2.52297, 0.17150], [1.38495, 1.84745, 7.04277], [1.47451, 3.33925, 6.05935], [-2.01039, 0.78854, 3.33229], [-1.55945, 2.55514, -0.13747], [-1.49596, 1.64067, -1.69834], [-5.08349, 1.25769, 1.74571], [-4.01833, 2.01210, -1.09159]],
  "forces_ev_per_a": [[0.015, 0.012, -0.062], [0.126, 0.199, 0.160], [0.137, -0.403, -0.003], [0.021, -0.006, 0.017], [-0.014, 0.112, -0.025], [-0.010, 0.126, -0.012], [-0.026, 0.021, -0.010], [-0.021, 0.035, 0.001], [0.052, 0.055, -0.083], [-0.263, 0.074, -0.083], [-0.022, 0.028, 0.014], [0.090, -0.156, -0.882], [0.098, 0.040, 0.040], [-0.022, -0.093, 0.118], [-0.048, -0.058, -0.177], [-0.068, -0.044, -0.003], [-0.153, -0.011, 0.057], [0.365, 0.106, -0.090], [-0.115, 0.066, 0.071], [0.107, -0.135, 0.144], [0.117, 0.064, -0.166], [-0.018, -0.029, -0.049], [0.342, -0.203, 0.009], [0.076, -0.035, 0.176], [-0.066, 0.284, 0.198], [0.005, -0.006, 0.072], [-0.053, 0.018, -0.065], [-0.041, -0.085, 0.026], [-0.258, 0.174, 1.012], [-0.039, -0.029, -0.045], [-0.187, -0.032, -0.027], [-0.153, -0.333, -0.129], [0.105, 0.043, 0.033], [-0.018, 0.075, 0.000], [0.043, 0.006, 0.005], [0.237, -0.137, -0.212], [-0.015, -0.008, -0.021], [-0.273, 0.300, 0.250], [-0.006, -0.115, 0.030], [-0.106, -0.021, -0.077], [0.182, -0.035, 0.049], [-0.008, 0.001, -0.018], [-0.012, -0.009, 0.028], [-0.013, -0.007, 0.021], [-0.008, -0.034, 0.009], [0.011, 0.007, 0.008], [-0.007, -0.006, 0.005], [-0.002, 0.045, -0.025], [0.018, -0.007, -0.001], [0.010, 0.010, 0.022], [-0.001, 0.062, -0.008], [-0.035, 0.006, -0.022], [-0.020, -0.014, -0.002], [0.035, -0.033, 0.009], [0.001, 0.018, -0.005], [-0.050, -0.021, -0.040], [-0.017, 0.039, -0.029], [-0.015, -0.011, -0.012], [0.039, 0.012, -0.067], [-0.006, -0.017, 0.015], [-0.010, -0.002, -0.005], [0.017, 0.006, 0.013], [-0.022, -0.009, 0.030], [-0.012, -0.008, -0.048], [0.014, -0.012, -0.007], [0.018, 0.026, -0.006], [0.035, 0.014, -0.017], [-0.001, -0.002, -0.018], [-0.003, 0.001, 0.004], [0.000, 0.015, -0.003], [0.000, -0.002, -0.014], [-0.031, 0.007, 0.006], [0.008, 0.031, -0.003], [-0.038, 0.013, -0.072], [-0.018, 0.012, -0.004]]
}



{
  "formula": "C25H34CuN4O5PSTe",
  "method": "the ωB97M-V functional and the def2-TZVPD basis",
  "lumo_energy_ev": -0.666,
  "charge": 0,
  "de_lowest_kcal_mol": 5.3,
  "homo_lumo_gap_ev": 6.27,
  "species": ["Te", "Cu", "S", "P", "O", "O", "O", "O", "O", "N", "N", "N", "N", "C", "C", "C", "C", "C", "C", "C", "C", "C", "C", "C", "C", "C", "C", "C", "C", "C", "C", "C", "C", "C", "C", "C", "C", "C", "H", "H", "H", "H", "H", "H", "H", "H", "H", "H", "H", "H", "H", "H", "H", "H", "H", "H", "H", "H", "H", "H", "H", "H", "H", "H", "H", "H", "H", "H", "H", "H", "H", "H"],
  "coordinates": [[2.87664, -17.32095, 4.72861], [1.08824, -14.84703, 7.99356], [-0.83767, -13.20029, 9.61782], [0.70709, -16.98219, 5.57526], [-0.36357, -17.16196, 4.36666], [-1.01894, -12.30478, 10.74392], [-0.86566, -12.63636, 8.29276], [0.35871, -15.75512, 6.38705], [0.19774, -18.27977, 6.46515], [1.71043, -13.34205, 6.52181], [2.68517, -15.58504, 9.36619], [0.50196, -14.02782, 9.73546], [2.57627, -11.71180, 4.84414], [3.34583, -13.01422, 4.70152], [-2.20664, -14.39872, 9.84416], [3.01529, -13.80475, 5.99206], [-3.33309, -16.33239, 9.04590], [-3.81277, -15.47696, 11.23987], [2.28969, -15.23024, 10.63927], [1.53801, -14.61243, 13.24813], [0.69884, -14.28498, 12.19059], [4.77159, -16.32776, 10.17139], [2.75143, -15.19321, 13.07498], [3.16489, -15.51139, 11.73688], [0.72699, -13.19103, 5.43683], [2.75403, -11.20476, 6.23716], [4.43289, -16.11623, 11.46289], [0.63415, -19.71067, 8.35266], [1.82846, -12.03833, 7.16115], [-2.35037, -15.37825, 8.85467], [1.07375, -11.97042, 4.61784], [-1.75534, -17.06124, 4.68434], [-4.05255, -16.38492, 10.23858], [1.06819, -14.53246, 10.86170], [3.84083, -16.09995, 9.14801], [-2.32122, -18.47657, 4.74905], [-2.94702, -14.40596, 11.05015], [1.09875, -18.51749, 7.59874], [-1.93393, -16.45287, 5.51647], [0.88140, -12.07002, 3.58205], [0.60066, -11.06556, 4.97071], [-3.37857, -18.41760, 4.79609], [4.08714, -16.41821, 8.15483], [-0.33314, -19.54468, 8.77384], [2.90598, -14.84922, 5.75359], [-2.85944, -13.67011, 11.79257], [4.43755, -12.85293, 4.60020], [3.82721, -11.23859, 6.47834], [5.06458, -16.32472, 12.36538], [2.21995, -12.10391, 8.17558], [3.72814, -13.68937, 6.79532], [-3.48437, -17.12764, 8.32123], [-1.72980, -15.37921, 7.93750], [1.40280, -19.96234, 9.10160], [1.19025, -17.56062, 8.20427], [2.33326, -10.17467, 6.26647], [5.72136, -16.84725, 9.90580], [0.48527, -20.62271, 7.73926], [2.93480, -13.54031, 3.85149], [2.86157, -10.97857, 4.14725], [2.13047, -18.69089, 7.20149], [-0.21813, -13.04888, 5.87712], [-2.11013, -19.06424, 3.84219], [-0.27945, -13.81379, 12.39184], [3.31460, -15.57652, 13.88172], [-4.34656, -15.54194, 12.16824], [1.18543, -14.41611, 14.25707], [0.78525, -11.66698, 7.13858], [0.68533, -14.11385, 4.82930], [-4.81748, -17.07083, 10.34260], [-1.92514, -18.96085, 5.63395], [-2.20553, -16.54363, 3.82430]],
  "forces_ev_per_a": [[-0.011, 0.102, -0.173], [0.265, -0.294, 0.330], [-0.927, -0.297, 2.102], [-1.658, -1.255, 0.104], [1.057, 0.761, 0.556], [0.114, 0.267, -0.388], [-0.357, -0.013, -0.495], [0.089, -0.416, -0.587], [1.534, 0.679, 0.393], [0.234, -0.365, -0.142], [-2.051, 1.150, 0.079], [-0.542, -0.248, -1.233], [-0.042, 0.450, -1.214], [0.244, -0.051, 0.806], [0.782, 0.500, -0.040], [-1.130, 0.570, -0.077], [0.066, -0.626, 0.128], [-0.096, 0.806, 0.109], [1.851, -0.582, 0.505], [-0.422, -0.103, 0.759], [-0.988, 0.247, -0.886], [1.691, -1.523, -0.099], [0.056, -0.560, -1.906], [-0.476, 0.036, 0.403], [0.950, -1.086, -0.492], [-0.864, 1.472, 0.666], [-0.526, 0.660, 1.365], [0.322, -1.073, 0.012], [0.038, -0.065, -1.016], [-0.086, 0.325, -0.003], [1.178, 0.480, 0.802], [-0.173, -1.345, -2.598], [1.293, 1.082, -0.815], [0.143, 0.661, 0.997], [0.714, -0.298, 0.395], [0.578, 0.349, -0.017], [0.546, -1.486, -2.006], [0.796, 0.967, -0.757], [-0.156, 0.634, 1.596], [0.019, -0.187, -1.122], [-0.264, 0.227, 0.094], [-1.223, 0.019, 0.316], [-0.030, 0.011, -0.617], [-0.546, 0.258, 0.782], [0.255, -0.399, -0.139], [0.435, 0.953, 0.673], [-0.737, 0.241, -0.134], [-0.478, 0.098, -0.031], [-0.373, 0.059, -1.221], [-0.121, 0.022, -0.008], [0.432, 0.058, 0.054], [-0.050, 0.235, -0.112], [-0.331, 0.100, 0.701], [-0.537, 0.117, 0.037], [-0.421, -1.172, -0.354], [0.850, -0.385, -0.159], [-0.748, 0.645, 0.243], [0.432, 0.641, -0.111], [0.120, -0.065, -0.363], [-0.046, -1.060, 0.909], [-0.764, 0.036, 0.131], [-1.301, -0.004, 0.596], [0.325, 0.352, 0.343], [0.843, -0.169, -0.176], [0.711, 0.005, 0.828], [-0.291, -0.038, 0.280], [0.024, 0.006, -0.080], [0.850, 0.271, 0.684], [0.163, 0.537, 0.363], [-1.284, -1.570, 0.310], [-0.046, -0.321, -0.033], [0.097, -0.032, 0.153]]
}



Number 1: largest force on an atom 1.1 eV/Å. Number 2: largest force on an atom 2.9 eV/Å.